{"formula": "C74H181Br8N11", "method": "ωB97M-V/def2-TZVPD", "total_charge": 0, "total_energy_ha": -24122.2892, "homo_ha": -0.2949, "symbols": ["Br", "Br", "Br", "Br", "Br", "Br", "Br", "Br", "N", "N", "N", "N", "N", "N", "N", "N", "N", "N", "N", "C", "C", "C", "C", "C", "C", "C", "C", "C", "C", "C", "C", "C", "C", "C", "C", "C", "C", "C", "C", "C", "C", "C", "C", "C", "C", "C", "C", "C", "C", "C", "C", "C", "C", "C", "C", "C", "C", "C", "C", "C", "C", "C", "C", "C", "C", "C", "C", "C", "C", "C", "C", "C", "C", "C", "C", "C", "C", "C", "C", "C", "C", "C", "C", "C", "C", "C", "C", "C", "C", "C", "C", "C", "C", "H", "H", "H", "H", "H", "H", "H", "H", "H", "H", "H", "H", "H", "H", "H", "H", "H", "H", "H", "H", "H", "H", "H", "H", "H", "H", "H", "H", "H", "H", "H", "H", "H", "H", "H", "H", "H", "H", "H", "H", "H", "H", "H", "H", "H", "H", "H", "H", "H", "H", "H", "H", "H", "H", "H", "H", "H", "H", "H", "H", "H", "H", "H", "H", "H", "H", "H", "H", "H", "H", "H", "H", "H", "H", "H", "H", "H", "H", "H", "H", "H", "H", "H", "H", "H", "H", "H", "H", "H", "H", "H", "H", "H", "H", "H", "H", "H", "H", "H", "H", "H", "H", "H", "H", "H", "H", "H", "H", "H", "H", "H", "H", "H", "H", "H", "H", "H", "H", "H", "H", "H", "H", "H", "H", "H", "H", "H", "H", "H", "H", "H", "H", "H", "H", "H", "H", "H", "H", "H", "H", "H", "H", "H", "H", "H", "H", "H", "H", "H", "H", "H", "H", "H", "H", "H", "H", "H", "H", "H", "H", "H", "H", "H", "H", "H", "H", "H", "H", "H", "H", "H", "H", "H", "H", "H", "H", "H", "H", "H", "H", "H"], "xyz": [[2.89516, 5.29886, 3.89766], [5.72910, 0.44135, 0.01390], [5.55886, 4.57360, -0.61957], [3.88084, 1.24748, -4.10739], [6.69678, 2.48737, 3.20042], [-1.61053, 1.30597, 8.26516], [3.51078, 1.99638, 7.11002], [1.10408, -0.05485, 4.53640], [-2.97265, 3.45513, 4.70662], [-4.00044, -1.51468, -2.70155], [-5.34532, 3.19832, -4.51627], [5.96851, -2.88226, 3.68936], [3.81178, -3.29673, -5.27534], [-0.92862, -6.23716, -0.96627], [1.48295, -0.18972, -0.24658], [-0.19208, 5.66307, -1.23680], [0.92728, 3.94208, -7.27153], [1.14159, -3.49346, 6.70509], [-3.92442, -1.24189, 2.95204], [2.05593, -3.48279, 7.87101], [2.15244, 4.41354, -7.92271], [-1.89107, -2.60929, 2.38751], [1.23103, 1.13094, 0.42948], [5.50353, -3.68183, -3.57738], [0.37186, -0.34515, -1.21829], [-0.52472, 5.74213, -2.66210], [-2.13724, -2.06503, -4.37114], [-6.37144, -1.61627, -3.24563], [-1.05321, 3.24328, 3.10767], [-4.75903, 0.75484, 1.69828], [-2.50790, -1.22587, 2.70113], [2.72331, -3.66655, -4.36787], [-1.67005, 3.70188, -0.56510], [5.25788, -3.96744, 4.32519], [6.19209, -3.07414, 2.24173], [6.61725, 3.67422, 0.79247], [-6.63257, 2.68249, -4.04015], [-0.70848, -5.78269, 0.43470], [5.48826, -1.55548, 4.05034], [6.01905, -5.29732, 4.46392], [3.32190, 3.73145, 6.25018], [-4.03240, 3.87577, -6.49401], [4.86881, -3.24312, 1.48397], [-0.18091, 4.89711, -7.42779], [-3.70490, -1.90333, 5.40223], [-0.91984, 4.71126, -8.73654], [-4.14644, 2.60112, -3.87665], [-4.50451, -2.39823, -0.41784], [-1.21096, 5.17251, -0.36655], [4.21477, -2.31674, -7.54505], [-0.11556, -6.17002, -3.34691], [2.46037, -2.08480, 8.13766], [-4.45880, 0.14444, 3.07810], [-4.24041, -1.12532, -1.28709], [5.68208, 3.46062, 1.92186], [-0.02823, -0.10717, 6.25526], [5.71663, -1.14852, 5.52797], [-3.11125, -7.51983, -0.71965], [1.90915, -2.69049, 0.09305], [-1.59822, 3.92456, 4.35921], [-3.84860, 1.16253, -4.33590], [-5.05764, -2.27611, -3.31268], [-5.24676, 3.17327, -5.99757], [0.15819, -4.62360, 6.76425], [-1.87396, 6.37665, -2.98423], [3.06629, 3.29520, -8.37408], [0.10702, 2.81117, -5.13521], [1.71713, 5.29292, 0.34535], [-1.01282, -4.43664, 7.73072], [1.17298, 5.10245, -1.06384], [4.99905, -2.71454, -4.61721], [-2.72306, -2.20697, -2.93932], [4.61913, 0.34588, -1.55378], [1.55927, -1.35895, 0.70278], [-7.70718, 3.72954, -4.31384], [1.96279, -3.57482, 5.45984], [0.58163, -6.31434, 1.02475], [-4.25884, -2.17703, 4.03190], [0.54118, 0.42499, -2.46325], [2.69864, 3.62806, 4.85513], [-4.10348, 5.21946, 3.13328], [-0.80637, 1.19682, 6.41249], [-0.17656, -5.49256, -1.96043], [-4.00796, 3.75713, 3.64483], [-4.87693, 3.52113, 6.37612], [-3.42930, 3.88010, 5.99996], [1.13863, -3.53205, 4.17592], [2.07094, -2.51559, -3.65101], [2.44059, 1.73794, 1.15867], [3.38336, -2.35351, -6.28993], [1.14560, 3.58920, -5.87488], [4.83132, 1.53232, -2.45502], [-2.40186, -6.22657, -1.24154], [-7.92121, 4.00800, -5.36567], [0.74292, 1.46746, -2.22491], [2.76966, 5.06891, -7.23690], [-5.03519, -3.29976, -2.80185], [2.95014, -4.12499, 7.61541], [-2.00073, -0.75342, 3.56283], [4.84306, 2.85744, 1.63154], [1.57369, -1.45847, 8.33175], [0.34166, -2.78622, 4.34737], [-0.52952, 4.70698, -3.06402], [-1.84016, -3.26013, 3.24273], [-3.04313, 3.47402, -6.17301], [-0.86814, 3.29921, -5.09777], [-2.84221, -7.79784, 0.31618], [-5.50676, 4.24122, 5.86323], [-1.65687, 3.54784, 2.23503], [-1.88934, 5.21873, -8.68522], [-1.09443, 3.62436, -8.81524], [6.84314, -5.17904, 5.15778], [2.39286, -2.69734, -6.58695], [0.39463, 0.95967, 1.17295], [-1.08042, -6.54824, -3.68701], [-2.89002, -3.24097, -2.62521], [-5.40463, 0.02950, 3.61086], [2.15335, 3.11256, -5.84496], [5.59049, -0.08446, 5.59846], [6.97380, 2.71956, 0.44093], [0.84261, -5.93189, 2.02392], [6.76028, -3.98525, 2.14347], [-0.68514, -4.37100, 8.75519], [2.60587, 1.16969, 2.04781], [4.45667, 2.45065, -2.04668], [1.64857, -1.81489, -4.39250], [3.10537, -4.45979, -3.71174], [-2.54494, -6.16023, -2.33352], [2.75125, -1.99206, -2.99014], [4.95916, -3.14999, 0.39295], [-0.26658, -4.71854, 5.81250], [-6.24103, -0.61282, -3.68290], [-8.61160, 3.20002, -3.93502], [-6.49198, 2.50442, -2.99293], [2.93973, -1.72699, 7.24763], [-1.94696, -1.77846, -2.27911], [-3.11668, 0.63468, -3.69928], [-5.03110, 5.30536, 2.53811], [-2.78808, -8.38893, -1.33472], [5.52205, -4.69834, -3.97568], [0.56365, 2.70082, -4.17190], [5.04014, -1.69177, 6.16058], [-2.16708, -1.00787, -4.61502], [-0.99798, 3.68450, 5.24213], [7.45232, 4.28733, 1.09584], [3.80168, -1.70404, -8.33226], [6.82382, -2.21420, 1.99666], [1.83068, 5.59497, -1.77945], [3.19904, -1.30655, -6.05208], [5.27972, -5.99998, 4.85085], [-0.38423, 0.40825, -3.08213], [-4.72391, 0.46982, -4.34610], [-3.81802, 1.13445, 1.32990], [-3.79578, 0.75675, 3.71216], [0.31301, 6.29672, -3.10272], [-0.66740, -4.50655, -2.02290], [-5.33910, -2.92036, -0.87013], [1.13465, -3.01916, -0.59317], [3.10405, 2.86218, 4.17309], [-1.57498, -6.11602, 1.00079], [-2.82531, 3.45927, 6.78931], [-1.91650, 6.56631, -4.05996], [1.84864, 5.02239, -8.76035], [-3.76392, -0.84206, 5.64683], [2.67461, -2.78299, 5.50085], [-7.05866, -2.24400, -3.80848], [-4.90594, -2.25376, 0.60788], [-0.76188, 3.10471, -0.47490], [5.72884, -2.59451, -5.42244], [1.79814, -3.23224, 3.32556], [-7.44227, 4.62429, -3.75055], [-7.01724, 1.70260, -4.46603], [0.24084, -5.45778, -4.07099], [4.86723, -0.60815, -2.07009], [-0.87138, -2.34540, 2.04742], [-6.81421, -1.51291, -2.24449], [-4.23040, 2.61983, -2.79408], [3.59826, 0.35651, -1.13195], [-4.86996, -2.49872, -4.35741], [0.64005, -6.93554, -3.21281], [4.93855, -3.76802, -2.65933], [-3.26731, 3.27851, -4.06465], [-2.45563, 3.41274, 0.14734], [6.53261, -3.41869, -3.32674], [2.16174, -1.08836, 1.55818], [-3.26062, 5.49287, 2.45153], [-3.97761, -3.19836, 3.68335], [-2.05956, 5.87259, -0.48859], [5.88070, 1.64387, -2.75386], [-0.32632, 5.13326, -9.57291], [0.27318, 5.89797, -7.34995], [-5.10766, -0.46487, -1.25218], [1.53947, -4.04009, 8.68614], [1.25017, 4.60803, -5.35414], [4.38099, -1.41105, 3.83518], [-2.06754, 7.35177, -2.53954], [4.48018, -4.24308, 1.72779], [2.67417, 4.35565, 6.87290], [2.46194, 2.61711, -8.98509], [1.95251, -3.47467, 0.83998], [-5.00250, 2.49382, 6.05509], [3.54209, 2.80154, -7.52094], [-5.00429, 3.45190, 4.04127], [2.83161, -2.70871, -0.45413], [-0.87714, 5.34198, 0.65281], [5.28473, 4.36050, 2.36853], [3.12377, -2.11328, 9.00977], [-5.20223, 0.02491, 0.97545], [-0.57777, -0.99520, 6.07084], [-5.20423, 2.14551, -6.42271], [-6.10440, 3.74497, -6.32104], [-0.56053, 0.10932, -0.82206], [-1.64227, -3.56633, 7.50027], [4.16463, -2.48989, 1.89948], [1.41842, 0.13220, -3.05954], [-0.88164, 4.78563, -6.58954], [-5.42902, 1.61393, 1.82374], [-4.06397, 4.00071, -7.59424], [6.68910, -1.46779, 5.87964], [0.66617, -0.28236, 7.04898], [-2.87475, -5.26132, -0.88187], [-4.01342, 5.91029, 3.97948], [1.11038, 4.02078, -1.34445], [0.54645, -1.48471, 1.15528], [0.89932, -5.38548, -1.66051], [4.87633, -1.71397, -4.16539], [4.92553, -3.55638, 5.28590], [2.73198, 4.88516, 0.48865], [-0.13197, 1.87497, -5.66701], [0.14138, -1.41470, -1.24296], [-4.15130, 4.88539, -6.03814], [-0.02175, 3.51224, 2.96757], [2.29816, 2.74113, 1.49097], [-1.61143, -5.32451, 7.68193], [0.88994, 1.84219, -0.36459], [-4.99984, 3.60072, 7.45109], [3.40407, 1.73216, 0.68840], [1.12462, 4.73271, 1.07591], [-5.32599, -2.14334, 4.12417], [-1.62249, 5.03040, 4.23946], [4.32987, 4.17311, 6.23050], [-3.51580, 1.23752, -5.36904], [-0.72198, -4.67297, 0.40501], [-3.67062, -3.06160, -0.35654], [0.73891, -4.48307, 3.87748], [1.71902, 6.34667, 0.59732], [-2.63231, -2.15408, 5.51253], [0.74092, -5.51398, 7.02117], [1.63258, 3.42161, 4.92149], [-4.20665, -7.45937, -0.81666], [4.27774, -3.31378, -7.97300], [-4.25692, -2.44531, 6.14098], [-2.68004, 5.71818, -2.66854], [-2.30567, -0.48516, 1.89152], [0.43375, -7.41136, 0.97611], [1.95868, -4.17031, -4.98141], [-2.02074, 3.56301, -1.60478], [-3.20281, 4.98046, 6.17533], [4.30192, -4.15024, 3.74576], [-3.76162, 3.13492, 2.76933], [5.18856, -1.89589, -7.36505], [-3.38317, -0.62574, -0.91284], [6.07981, -0.90409, 3.35449], [-2.48038, -3.12417, 1.64056], [-1.10587, -2.39198, -4.40120], [1.22648, -2.93339, -3.05936], [-1.18795, 2.13597, 3.14475], [3.86831, 3.72157, -9.02229], [1.40581, -6.13387, 0.34456], [2.53651, -4.55379, 5.45346], [6.32694, -5.64942, 3.51164], [-1.66162, 1.38849, 5.77629], [-2.71259, -2.63890, -5.10710], [-0.13029, 2.03232, 6.28130]], "atomic_forces_ev_per_a": [[-0.1, 0.2, 0.0], [0.5, -0.2, 0.3], [0.6, -0.1, 0.2], [-0.3, -0.1, -0.4], [0.2, -0.5, 1.0], [0.6, -0.2, -0.9], [-0.2, 0.1, -0.1], [-0.6, 0.4, 1.0], [-0.8, -0.2, -1.6], [1.1, 0.8, -0.4], [0.9, -0.8, -0.4], [0.6, -0.3, 0.3], [0.6, 1.6, 0.1], [-0.9, -0.9, 0.7], [-0.1, 0.4, 0.1], [1.4, 0.8, -0.5], [-0.6, -0.6, -0.3], [-0.4, -0.6, -0.6], [-0.2, 0.2, -0.1], [-0.8, -2.1, -1.0], [0.3, 0.3, 1.2], [0.3, 1.7, -0.2], [0.2, -0.4, -0.1], [1.1, -0.4, -0.1], [-0.7, -0.4, 2.0], [0.1, -0.4, 0.7], [-1.1, -0.2, 0.7], [-1.1, 0.5, 0.2], [-1.4, -0.5, 0.0], [0.0, -0.2, 0.4], [0.4, 0.5, -0.1], [0.3, -0.6, -0.7], [0.5, 0.8, -0.6], [-1.1, 0.3, -0.5], [-0.4, 0.3, 1.1], [-0.3, 0.5, -0.4], [0.3, 0.0, -1.6], [0.0, 0.9, -1.2], [0.1, 0.3, -0.6], [-1.3, 1.2, 0.8], [0.2, 0.5, -0.5], [0.7, 1.8, 0.1], [0.1, 0.4, 0.3], [0.7, 0.1, 0.4], [1.5, 0.6, 0.1], [0.1, -0.1, 0.1], [0.1, 0.0, -0.3], [-1.6, 1.0, 0.4], [-1.2, 0.2, 0.2], [0.3, -0.6, -0.3], [0.0, 0.2, 1.2], [-0.3, 0.1, 1.3], [-0.6, -1.6, 0.1], [-0.7, -2.3, -0.4], [-0.4, 0.2, 0.0], [0.2, 0.9, -1.2], [0.2, -1.0, -1.3], [0.5, 0.0, -0.5], [-0.3, -0.1, -0.3], [-1.4, -0.1, 0.4], [-0.2, -0.1, 0.0], [0.8, -1.8, 1.4], [0.2, -1.0, 0.9], [1.2, 1.2, 1.4], [0.2, 0.1, -0.2], [0.2, 0.3, -0.8], [-0.5, -0.5, -1.4], [0.1, -0.8, 0.1], [0.6, 0.4, -0.2], [-1.1, -0.5, 0.0], [-0.4, -0.9, 0.1], [0.3, 0.6, 0.4], [-0.8, -0.5, -0.3], [-1.7, 1.3, -0.1], [-0.9, -0.9, 0.6], [-0.8, -2.0, 0.5], [-0.4, -1.0, -0.5], [0.0, -0.2, -0.9], [0.6, 0.1, -1.8], [0.1, -0.8, -0.1], [0.8, -0.4, -0.2], [0.1, -0.3, 0.5], [0.0, 0.3, -0.2], [0.7, -0.1, 0.0], [1.3, 0.6, -0.6], [0.6, 1.6, 1.4], [0.6, 1.2, 0.0], [-1.1, -0.3, 0.2], [-0.5, -0.9, 0.2], [-1.6, -0.3, -1.3], [1.4, 2.4, -0.4], [0.9, -0.3, -0.2], [0.3, 0.1, -0.1], [0.5, -0.4, 0.5], [-0.2, 0.2, 0.1], [-0.7, -0.2, -0.4], [-0.5, 0.7, -0.7], [-0.5, 0.5, 0.3], [0.3, -0.2, 0.1], [-0.2, -0.4, -0.1], [0.5, -0.3, 0.2], [0.2, -0.4, -0.6], [0.1, 0.3, -0.3], [0.2, -0.1, 0.5], [-0.8, 0.0, -0.4], [0.2, 0.4, 0.4], [-0.2, 0.4, -0.4], [-0.7, -0.4, 0.1], [0.5, 0.1, 0.2], [0.2, 0.0, -0.2], [0.1, 0.5, -0.5], [0.2, -0.2, 0.0], [-0.3, -0.1, -0.2], [0.5, 0.5, -0.6], [0.2, -0.2, 0.1], [0.5, -0.5, -0.2], [0.0, 0.1, 0.2], [-0.8, 0.1, 0.3], [-0.1, 0.5, 0.4], [0.0, 0.0, -0.5], [-0.3, -0.3, -0.4], [0.5, -0.2, -0.2], [0.2, 0.2, 0.5], [0.2, -0.5, 0.9], [-0.1, 0.3, 0.3], [0.2, -0.2, 0.4], [-0.1, 0.4, 0.1], [0.1, -0.2, 0.4], [0.1, 0.2, 0.2], [0.0, 0.1, 0.4], [-0.4, -0.4, -1.5], [-0.6, -0.4, 0.1], [0.1, 1.1, -0.1], [-0.3, 0.1, 0.8], [0.5, 0.6, -0.2], [-0.5, -0.1, 0.0], [-0.2, 0.6, -0.4], [0.3, 0.3, 0.5], [-0.1, 0.6, 0.3], [0.1, 0.0, -0.2], [-0.4, -0.6, 0.8], [-0.7, 0.1, 0.4], [0.0, 0.1, -0.3], [0.1, 0.2, -0.1], [0.1, 0.4, -0.3], [-0.5, 0.4, 0.0], [-0.3, -0.2, -0.7], [-0.1, 0.0, -0.1], [0.2, 0.3, 1.1], [0.3, -0.2, 0.2], [0.6, -0.1, 0.3], [0.5, 0.9, 0.1], [0.2, 0.2, -0.7], [-0.1, 0.2, -0.3], [-0.3, -0.1, -0.3], [0.4, 0.4, -0.2], [0.0, -0.4, -0.3], [-0.1, 0.0, -0.2], [0.2, 0.3, 0.7], [0.1, 0.0, 0.2], [0.6, -0.6, 0.0], [-0.2, -0.4, 0.0], [0.0, 0.2, -0.4], [-0.2, 0.1, 0.1], [0.5, 0.7, -0.1], [-0.3, 0.4, -0.3], [0.7, 0.5, -0.4], [-0.3, -0.5, 0.3], [0.1, -0.1, 0.3], [-0.5, 0.1, 0.6], [-0.4, 0.1, 0.0], [0.9, 0.6, 0.1], [0.2, 0.3, -0.4], [-0.3, 0.7, 0.5], [-0.5, -0.8, 0.0], [0.3, 0.0, -0.2], [-0.5, 0.1, 0.2], [0.3, -0.4, -0.5], [0.5, 0.2, -0.2], [-0.2, -0.5, -0.5], [-0.3, 0.5, 0.3], [-0.7, -0.7, -0.1], [0.3, 0.0, -0.2], [0.0, -0.1, 0.2], [0.7, 0.1, 0.0], [-0.5, -0.4, 0.4], [-0.3, 0.6, 0.3], [0.1, -0.5, 0.1], [-0.3, 0.1, 0.2], [-0.5, -0.6, 0.2], [-0.4, 0.2, 0.1], [0.1, 0.1, 0.0], [0.4, 0.8, -0.2], [0.2, -1.1, 0.0], [0.8, 0.0, 0.0], [0.4, 0.0, 0.4], [-0.1, 0.3, -0.3], [0.2, -0.2, 0.0], [0.3, -0.3, 0.2], [0.1, 0.0, 0.4], [-0.6, -0.2, 0.0], [-0.2, -0.2, -0.3], [0.9, 0.0, -0.5], [0.6, 0.2, -0.2], [0.0, -0.2, 0.3], [0.2, 0.3, 0.1], [0.1, 0.6, -0.2], [0.4, 0.6, 0.8], [-0.8, -0.6, 0.1], [-0.7, 0.3, 0.3], [-0.3, -0.3, -0.5], [0.1, -0.3, 0.6], [0.3, -0.2, -0.1], [0.2, -0.4, -0.6], [-0.5, -0.2, 0.0], [0.2, 0.0, -0.2], [0.1, -0.2, -0.1], [0.1, -0.2, 0.6], [0.5, 0.2, -0.2], [0.4, 0.2, 0.2], [0.4, -0.9, 0.1], [-0.6, 0.1, -0.2], [0.5, 0.3, 0.2], [0.3, 0.1, -0.1], [-1.0, 0.2, 0.1], [-0.4, -0.1, -0.2], [0.2, -0.6, 0.0], [-0.2, 0.3, -0.4], [0.5, -0.1, 0.5], [0.2, 0.2, -0.9], [0.6, -0.3, -0.4], [0.5, 0.0, -0.3], [-0.6, 0.9, 0.1], [-0.5, -0.5, -0.1], [0.2, -0.7, 0.8], [-0.1, 0.0, 0.1], [0.2, -0.2, -1.0], [-0.1, 0.3, 0.0], [-0.8, -0.2, -0.1], [0.3, -0.4, 0.0], [-0.5, -0.3, -0.1], [0.4, -0.4, -0.1], [0.0, -0.1, 0.3], [0.7, -0.4, -0.1], [-0.4, -0.5, 0.2], [0.0, 0.2, 0.2], [-0.4, -0.1, -0.1], [-0.3, -0.4, -0.1], [0.0, 0.1, 0.1], [0.4, 0.2, 0.2], [0.4, -0.2, 0.0], [-0.3, -0.4, 0.5], [-0.2, -0.1, -0.3], [-0.1, -0.8, 0.1], [0.4, 0.4, 0.6], [0.2, 0.1, 0.0], [-0.1, 0.0, 0.5], [-0.7, -0.5, -0.3], [0.6, -0.1, 0.7], [-0.3, 0.0, 0.4], [0.6, -0.1, 0.1], [0.8, 0.7, 0.2], [-0.8, 0.0, 0.8], [0.1, 0.0, -0.4], [0.2, -0.2, 0.1], [0.4, 0.5, -0.1], [0.4, 0.7, 0.3], [-0.4, -0.3, 0.5], [0.3, 0.3, 0.0], [-0.2, 0.8, 0.2], [0.5, -0.4, -0.8], [-0.1, -0.5, -0.3], [0.1, 0.2, 0.1], [0.1, 0.1, 0.4]]}